Molecular formula: C8H20N6OTi
Method: DFT, ωB97M-V/def2-TZVPD

Last column: Mulliken charge in e.
Atoms and positions in Å:
Ti 0.67148 0.21352 0.45085  0.277
N 0.37806 1.34507 2.16401  -0.388
C -0.70953 0.67028 2.92560  -0.562
C -1.79275 0.20518 1.95360  -0.676
N -1.21981 -0.56858 0.82126  -0.003
C -1.05188 -2.02811 1.04372  -0.660
C 0.29301 -2.34891 1.69452  -0.570
N 1.38034 -1.67039 0.93615  -0.357
H 1.20847 1.41083 2.74866  0.285
H 0.10144 2.30448 1.96672  0.294
H -1.15816 1.33175 3.66707  0.456
H -0.28483 -0.17242 3.46529  0.252
H -2.28255 1.08520 1.53199  0.390
H -2.54865 -0.36985 2.49365  0.354
H -1.86653 -0.46595 0.04465  0.360
H -1.09022 -2.51431 0.06675  0.371
H -1.86086 -2.44016 1.65160  0.352
H 0.42793 -3.43043 1.72048  0.448
H 0.31817 -1.99972 2.72357  0.257
H 1.61799 -2.22655 0.11774  0.286
H 2.22335 -1.64161 1.50569  0.296
O 2.72273 0.95271 0.31033  -0.377
H 2.96601 1.88606 0.35351  0.294
H 3.42628 0.53859 -0.20483  0.294
N -0.09465 -0.45569 -4.71656  -0.377
C -0.11383 0.33612 -3.63875  0.374
C 0.24971 -0.11322 -2.35135  -0.129
N 0.18212 0.71400 -1.29734  0.093
C -0.23374 1.98519 -1.49609  -0.217
C -0.55348 2.40935 -2.77557  -0.424
N -0.49639 1.60886 -3.82355  -0.520
H 0.17542 -1.42135 -4.68296  0.194
H -0.38440 -0.06081 -5.59716  0.258
H 0.58284 -1.13134 -2.17933  0.301
H -0.31701 2.63267 -0.63049  0.393
H -0.86607 3.42955 -2.96342  0.385

Atoms 1-3, force components in eV/Å:
Ti 2.4 0.6 0.6
N -0.4 0.5 1.2
C -0.5 0.0 0.1

Its energy above the lowest of the compared OMol25 structures with the same formula, charge and spin is 20.6 kcal/mol. Its LUMO energy (spin up / spin down) is -6.06 / -6.34 eV. Its total energy is -1569.5877 a.u. The value obtained for the HOMO energy (spin up / spin down) is -13.08 / -14.75 eV. The expectation value of S² is 2.013. The HOMO-LUMO gap (spin up / spin down) comes out at 7.0 / 8.4 eV. As for the spin multiplicity: 3. The net charge is +2.